Here is a single C11H20N2O4 molecule from OMol25. Energies are from ωB97M-V/def2-TZVPD.

The geometry in ORCA input format:
```
! RIJCOSX wB97M-V def2-TZVPD def2/J DEFGRID3
* xyz 0 1
C -2.92135 0.02007 1.86380
N -2.72956 -0.31538 0.47426
C -3.93406 -0.67767 -0.23926
C -1.57083 -0.23204 -0.19505
O -1.48103 -0.47974 -1.38971
C -0.34003 0.23545 0.59332
O -0.05768 -0.54501 1.73922
C 1.25287 -1.09312 1.61679
C 1.15011 -2.56646 1.19715
C 1.99015 -0.93648 2.94296
O 1.91260 -0.32751 0.63557
C 0.93222 0.12979 -0.26835
C 1.33543 1.50505 -0.80883
O 1.46263 2.44564 -0.04647
N 1.51646 1.61532 -2.13830
C 1.92605 2.89445 -2.67629
C 1.28661 0.55767 -3.10057
H -1.97339 0.04312 2.38986
H -3.55712 -0.73692 2.32638
H -3.41676 0.99168 1.95452
H -3.67598 -0.85462 -1.28112
H -4.36788 -1.58373 0.18824
H -4.66503 0.13111 -0.17643
H -0.49236 1.28016 0.90645
H 2.14609 -2.96559 1.02913
H 0.65492 -3.13236 1.98058
H 0.57007 -2.65319 0.28115
H 2.06702 0.12040 3.18127
H 1.44092 -1.44746 3.72752
H 2.98708 -1.35538 2.85292
H 0.77354 -0.60881 -1.06021
H 2.06756 3.58083 -1.84397
H 2.86432 2.78968 -3.22423
H 1.15909 3.29080 -3.34503
H 1.39047 0.97706 -4.09893
H 0.27915 0.14946 -3.00079
H 2.01768 -0.24626 -2.98757
*
```

Calculated values
SMILES string   CN(C)C(=O)[C@H]1OC(C)(C)O[C@@H]1C(=O)N(C)C
E_HOMO   -9.10 eV
Electronic energy   -841.63150 a.u.

---

Here is 2 unconnected molecules or ions with the total composition C7H10 from OMol25. Energies are from ωB97M-V/def2-TZVPD.

The geometry in ORCA input format:
```
! RIJCOSX wB97M-V def2-TZVPD def2/J DEFGRID3
* xyz 0 1
C 0.26903 0.68223 -1.40283
C -0.44181 -0.20565 -0.66266
C -0.29122 -1.29907 0.38783
C 0.74125 -0.77173 1.35774
C -0.64772 -0.22561 1.43344
C -0.92703 0.79486 0.31356
C 0.08645 1.77580 -0.37466
H 0.73775 0.67706 -2.38073
H -0.53516 -2.35683 0.35226
H 1.00910 -1.44418 2.16888
H 1.56878 -0.15821 1.00361
H -1.26672 -0.35246 2.31410
H -1.97102 1.10294 0.21951
H 0.97604 1.87145 0.26437
H -0.23577 2.76357 -0.70454
H 0.83264 -1.35626 -2.17467
H 0.09540 -1.49791 -2.11518
*
```

Calculated values
SMILES string   C1=C2[C@H]3C[C@H]3[C@H]2C1.[H][H]
E_HOMO   -8.46 eV
Electronic energy   -272.49845 a.u.

---

Here is 2 unconnected molecules or ions with the total composition C17H24N2O6S at a distorted geometry from OMol25. Energies are from ωB97M-V/def2-TZVPD.

The geometry in ORCA input format:
```
! RIJCOSX wB97M-V def2-TZVPD def2/J DEFGRID3
* xyz 0 1
N 1.88768 0.30396 -5.14309
C 0.95334 0.71489 -4.02022
C -0.56689 0.21351 -4.39009
C -1.52692 0.45722 -3.08380
C -1.04857 -0.30925 -1.71534
C -0.54539 0.49131 -0.34712
C -0.06828 -0.29271 1.04740
O 0.40761 0.52424 2.21315
C -0.11973 -1.96320 1.11275
C -0.61673 -2.71381 -0.25716
C -1.04873 -1.94627 -1.63953
C -1.41506 -3.11303 -2.73078
O -2.22888 -3.14219 -3.78968
N -0.57774 -4.28390 -2.17423
C 0.90232 -4.26124 -2.53664
C 1.90208 -4.74152 -1.32280
O 3.30918 -4.79474 -1.84033
C -0.82298 -4.29156 -0.65053
O -1.16409 -5.31699 0.13407
H 2.53002 1.12332 -5.31174
H 2.50929 -0.44098 -4.70850
H 1.37994 0.27771 -3.02188
H 0.91796 1.90652 -3.98710
H -0.97841 0.92559 -5.24777
H -0.63615 -0.89435 -4.76485
H -1.60241 1.61640 -2.80862
H -2.62128 0.08882 -3.34526
H -0.51158 1.66083 -0.35777
H 1.30585 0.89321 1.90121
H 0.20194 -2.59185 2.04914
H 1.24305 -3.18972 -2.88436
H 1.06144 -5.04688 -3.42004
H 1.67662 -5.84044 -0.92833
H 1.93991 -3.98599 -0.40531
H 3.30292 -4.60064 -2.82803
O 1.64009 2.93773 4.26092
S 0.65227 3.97011 4.02735
O 0.90006 5.09618 3.14927
C -0.87545 3.19061 3.54357
C -1.59170 2.91989 4.85827
C -1.39790 4.17866 5.70239
C 0.07517 4.57244 5.60717
H -0.66801 2.28394 2.97270
H -1.43483 3.90293 2.92977
H -2.65070 2.69591 4.70028
H -1.13523 2.06115 5.36486
H -2.02231 4.98633 5.30147
H -1.69723 4.01824 6.74285
H 0.20545 5.65665 5.65214
H 0.66904 4.09296 6.39017
*
```

Calculated values
SMILES string   NCCCc1cc(O)cc2c1C(=O)N(CCO)C2=O.O=S1(=O)CCCC1
E_HOMO   -9.29 eV
Electronic energy   -1620.82758 a.u.

---

Here is 2 unconnected molecules or ions with the total composition C3H3NOS at a distorted geometry from OMol25. Energies are from ωB97M-V/def2-TZVPD.

The geometry in ORCA input format:
```
! RIJCOSX wB97M-V def2-TZVPD def2/J DEFGRID3
* xyz 0 1
C 0.95689 0.47014 1.07895
C -1.21367 0.01080 0.09831
C 0.13147 -0.51964 0.61663
N 1.74995 1.24995 1.40609
O -2.11610 -0.77732 -0.12818
S 0.89845 -0.78478 -1.98268
H -1.30900 1.10028 -0.21377
H 0.14100 -1.39528 1.17862
H 0.76103 0.64586 -2.05397
*
```

Calculated values
E_HOMO (spin up / spin down)   -10.18 / -10.17 eV
Electronic energy   -644.16081 a.u.

---

Here is a single C4H11FN2 molecule at a distorted geometry from OMol25. Energies are from ωB97M-V/def2-TZVPD.

The geometry in ORCA input format:
```
! RIJCOSX wB97M-V def2-TZVPD def2/J DEFGRID3
* xyz 0 1
C -2.20984 -1.63075 0.73086
N -1.03734 -1.19611 -0.02182
C -0.44736 -0.08465 0.78442
C 0.96437 0.28939 0.32013
F 1.70443 0.78926 1.41827
C 0.98299 1.07328 -0.95027
N 2.37140 1.32003 -1.29639
H -2.39798 -2.73879 0.61991
H -2.01079 -1.46693 1.76873
H -3.12038 -1.13663 0.36509
H -1.19874 -0.98517 -0.98251
H -1.04339 0.85275 0.75612
H -0.33541 -0.52983 1.76557
H 1.46032 -0.67660 0.07514
H 0.56217 0.43227 -1.74360
H 0.42770 2.01934 -1.06786
H 2.83310 1.74274 -0.48354
H 2.49475 1.92643 -2.05826
*
```

Calculated values
SMILES string   CNC[C@H](F)CN
E_HOMO   -9.00 eV
Electronic energy   -368.34292 a.u.

---

Here is a molecular structure, C32H57N8O8S2SiTl from OMol25. Energies are from ωB97M-V/def2-TZVPD.

The geometry in ORCA input format:
```
! RIJCOSX wB97M-V def2-TZVPD def2/J DEFGRID3
* xyz -2 1
Tl -0.02795 0.97260 -0.06681
C 2.21974 -3.77995 -1.54807
C 1.81779 -2.50617 -0.81220
C 2.98463 -1.52540 -0.76434
C 1.36297 -2.85503 0.60057
O 0.69684 -1.86891 -1.42846
Si 0.27089 -1.70107 -3.03233
S -1.37792 -0.53374 -3.19886
O 1.68411 -1.15965 -3.71845
C 2.08199 -0.92480 -5.05836
C 2.47597 -2.25272 -5.70212
C 0.97531 -0.25416 -5.86440
C 3.29464 -0.00664 -4.96938
O 0.15830 -3.24768 -3.66236
C -0.93868 -4.10830 -3.90624
C -0.32699 -5.46818 -4.23462
C -1.74873 -3.60490 -5.09668
C -1.81073 -4.21969 -2.65943
H 3.04548 -4.25297 -1.00932
H 2.54257 -3.56879 -2.56843
H 1.38404 -4.47888 -1.60055
H 3.87768 -2.02647 -0.37951
H 2.77163 -0.67503 -0.11222
H 3.19636 -1.15136 -1.76669
H 2.19033 -3.28608 1.17187
H 0.54392 -3.57792 0.56470
H 1.01673 -1.96244 1.12302
H 1.64850 -2.96050 -5.64876
H 3.32763 -2.68693 -5.17359
H 2.75242 -2.10175 -6.74965
H 0.10640 -0.90628 -5.96493
H 1.34901 -0.00192 -6.86132
H 0.63393 0.65235 -5.36547
H 4.08519 -0.48692 -4.39027
H 3.02429 0.92329 -4.46842
H 3.67969 0.22785 -5.96560
H 0.37162 -5.36724 -5.06752
H -1.10169 -6.18920 -4.50904
H 0.22182 -5.85290 -3.37290
H -1.11233 -3.55942 -5.98464
H -2.13175 -2.60573 -4.88863
H -2.58619 -4.27867 -5.30218
H -1.20278 -4.51143 -1.80089
H -2.59655 -4.96700 -2.80121
H -2.27009 -3.25610 -2.43972
O 5.33416 5.02236 0.81636
C 4.30600 4.37094 0.87034
C 2.91819 4.84616 0.54570
O 2.56850 6.01989 0.41526
C 2.07073 3.65245 0.48289
C 2.79718 2.51710 0.99326
O 2.31129 1.37457 1.18480
C 4.17835 2.93473 1.31402
O 5.04691 2.27158 1.86692
O 0.84785 3.61538 0.13115
N -0.00518 -0.13451 2.61641
C 0.37135 0.29556 3.61941
N 0.91763 0.85834 4.68833
C 2.14545 0.22176 5.18477
C 3.37890 0.82998 4.52827
C 3.38585 2.33898 4.73771
C 2.11406 2.94846 4.15943
C 0.86899 2.32703 4.77671
H 2.07115 -0.84644 4.98438
H 2.16795 0.36242 6.27172
H 3.35302 0.61536 3.45460
H 4.28064 0.36565 4.93545
H 4.26563 2.78473 4.27284
H 3.43804 2.55662 5.81470
H 2.08982 2.76845 3.08109
H 2.09343 4.02701 4.31297
H -0.03468 2.66729 4.27290
H 0.78518 2.58151 5.83930
C 0.16437 5.78915 2.65862
N -0.66704 4.68230 2.22755
C -1.96365 4.56731 2.53404
S -2.94422 3.33073 1.91688
N -2.45011 5.50895 3.40287
C -3.86345 5.63474 3.68325
H 1.19671 5.55660 2.43227
H 0.06644 5.95400 3.73661
H -0.06479 6.71391 2.11821
H -0.28933 4.13330 1.43871
H -1.93112 6.37149 3.41312
H -4.29187 4.64385 3.80568
H -4.40388 6.13224 2.87225
H -3.99137 6.20241 4.60591
C -3.39457 -0.37460 2.01632
N -4.57101 -1.26440 2.07644
C -4.13612 -2.60535 1.67218
N -3.54225 -2.63690 0.33761
C -2.39218 -1.71404 0.32678
N -2.79517 -0.35300 0.68820
C -3.79568 0.10734 -0.27462
N -4.98508 -0.76371 -0.27865
C -5.53292 -0.78870 1.07668
C -4.53217 -2.11876 -0.61353
H -2.64579 -0.71872 2.73263
H -3.69885 0.63915 2.28795
H -5.00111 -3.27644 1.69301
H -3.39655 -2.96303 2.39328
H -1.95071 -1.69634 -0.67146
H -1.64184 -2.05839 1.04212
H -3.34704 0.10523 -1.26971
H -4.09548 1.12452 -0.01103
H -6.41121 -1.44219 1.09314
H -5.84301 0.22374 1.34777
H -4.08584 -2.09874 -1.60864
H -5.39857 -2.78816 -0.61972
*
```

Calculated values
E_HOMO   -1.78 eV
Electronic energy   -3552.18899 a.u.

---

Q: Which formula does entry 6 have?
A: C32H57N8O8S2SiTl